Below is a single C14H29N5OP2S4 molecule at a distorted geometry, with properties calculated with ωB97M-V/def2-TZVPD.

The calculation puts the energy at -86396.25534 eV.

Structure (ORCA input):
```
! wB97M-V def2-TZVPD RIJCOSX def2/J DEFGRID3
* xyz 0 1
N -3.430 0.408 -4.039
C -2.115 0.750 -3.348
N -1.780 2.136 -3.852
N -1.119 -0.205 -3.887
C -2.403 0.678 -1.773
P -1.023 -0.041 -0.681
C 0.051 1.471 -1.171
C 0.986 2.074 -0.033
O 0.550 3.109 0.583
C -1.069 0.392 1.156
C -2.159 -0.388 2.067
C -2.111 0.386 3.519
S -1.959 -0.917 4.868
C 0.409 -1.172 -1.240
C 1.644 -1.224 -0.167
C 2.567 -2.554 -0.422
S 4.337 -1.971 -0.094
C 4.457 -1.469 1.678
S 4.935 -2.649 2.781
N 4.143 -0.139 2.233
C 2.879 0.305 2.839
C 2.927 1.777 3.307
N 4.297 2.214 2.955
C 4.948 1.077 2.341
P -2.262 -1.858 -0.492
S -2.599 -2.747 -2.237
H -4.231 0.733 -3.476
H -3.537 -0.630 -4.070
H -1.885 2.132 -4.886
H -2.412 2.834 -3.434
H -1.477 -0.772 -4.665
H -0.304 0.370 -4.176
H -2.762 1.732 -1.446
H -3.340 0.009 -1.635
H 0.726 1.295 -2.097
H -0.653 2.333 -1.493
H 2.019 1.708 0.291
H -1.390 1.506 1.227
H -0.062 0.205 1.701
H -3.237 -0.268 1.717
H -1.859 -1.467 2.322
H -3.100 0.954 3.679
H -1.191 1.078 3.566
H -0.632 -0.867 5.321
H 0.852 -0.891 -2.263
H 0.103 -2.287 -1.347
H 1.293 -1.302 0.915
H 2.327 -0.340 -0.394
H 2.569 -2.820 -1.549
H 2.276 -3.429 0.249
H 1.993 -0.404 2.896
H 2.109 2.415 3.784
H 6.022 1.198 1.960
H -3.610 -1.611 -0.001
H -1.710 -2.857 0.412
*
```